(1)
43
Properties=species:S:1:pos:R:3 method="wB97M-V/def2-TZVPD" de_lowest_kj_mol=0.0 smiles="O=C(CSc1nnc(CNC(=O)c2ccco2)o1)Nc1ccc(OC(F)(F)F)cc1" charge=0
O -1.721 -4.249 1.724
C -1.088 -3.889 0.760
N -1.366 -2.825 -0.031
C -2.380 -1.878 0.115
C -3.382 -1.972 1.079
C -4.349 -0.990 1.162
C -4.325 0.087 0.288
C -3.339 0.192 -0.678
C -2.372 -0.793 -0.758
H -1.598 -0.718 -1.508
H -3.304 1.018 -1.370
O -5.362 1.026 0.470
C -5.403 2.121 -0.253
F -5.555 1.914 -1.576
F -4.312 2.905 -0.142
F -6.439 2.858 0.135
H -5.131 -1.044 1.901
H -3.396 -2.808 1.758
H -0.694 -2.619 -0.774
C 0.157 -4.647 0.294
H 0.207 -4.733 -0.790
H 0.162 -5.631 0.761
S 1.711 -3.864 0.862
C 1.891 -2.641 -0.332
N 1.065 -2.324 -1.292
N 1.632 -1.305 -1.968
C 2.765 -1.050 -1.407
O 2.992 -1.871 -0.349
C 3.722 0.032 -1.763
N 3.385 1.253 -1.070
C 4.178 1.754 -0.082
O 5.236 1.251 0.237
C 3.642 2.967 0.547
C 4.183 3.755 1.531
C 3.251 4.788 1.764
C 2.214 4.556 0.912
O 2.436 3.462 0.172
H 1.293 5.080 0.745
H 3.340 5.590 2.467
H 5.127 3.599 2.011
H 2.503 1.695 -1.273
H 3.693 0.186 -2.845
H 4.729 -0.244 -1.435

***

(2)
60
Properties=species:S:1:pos:R:3 method="wB97M-V/def2-TZVPD" charge=-1
C -2.543 3.639 -3.120
C -1.420 2.602 -2.747
F -0.866 2.202 -4.009
Al 0.024 3.606 -1.676
B 1.080 2.384 -0.347
N 2.533 1.988 -0.488
O 0.434 1.840 0.843
H -3.524 3.252 -2.813
H -2.339 4.588 -2.605
H -2.506 3.874 -4.192
H -1.855 1.732 -2.226
H 1.051 4.270 -2.725
H -0.756 4.731 -0.802
H 2.680 1.065 -0.070
H 3.021 2.611 0.158
H 0.191 2.613 1.346
N 0.123 -2.180 -0.684
C -0.780 -3.167 -0.642
C -2.094 -2.991 -0.245
C -2.500 -1.719 0.135
C -1.583 -0.682 0.099
C -0.292 -0.965 -0.317
H -0.414 -4.142 -0.947
H -2.782 -3.826 -0.233
H -3.520 -1.540 0.452
H -1.858 0.325 0.385
H 0.455 -0.186 -0.363
N -2.674 2.733 2.529
C -3.506 3.626 3.070
C -3.797 3.688 4.424
C -3.193 2.769 5.268
C -2.326 1.833 4.728
C -2.101 1.859 3.360
H -3.955 4.321 2.370
H -4.479 4.436 4.806
H -3.395 2.784 6.332
H -1.835 1.099 5.353
H -1.428 1.149 2.891
N 2.689 -1.354 -6.358
C 1.868 -0.459 -5.797
C 1.587 -0.408 -4.441
C 2.189 -1.344 -3.614
C 3.043 -2.283 -4.172
C 3.258 -2.243 -5.540
H 1.419 0.251 -6.482
H 0.915 0.344 -4.044
H 1.995 -1.341 -2.548
H 3.532 -3.029 -3.559
H 3.921 -2.956 -6.021
N 0.919 -3.576 3.811
C 1.923 -4.052 4.552
C 3.213 -4.232 4.081
C 3.481 -3.903 2.761
C 2.456 -3.409 1.972
C 1.201 -3.264 2.541
H 1.665 -4.298 5.577
H 3.987 -4.619 4.730
H 4.477 -4.029 2.353
H 2.622 -3.140 0.937
H 0.371 -2.877 1.962

***

(3)
15
Properties=species:S:1:pos:R:3 method="wB97M-V/def2-TZVPD" de_lowest_kj_mol=132.7 smiles=CC[C@@H](C)O charge=0
C -0.736 -1.806 -0.105
C -0.065 -0.639 -0.833
C 0.797 0.373 -0.069
C -0.140 1.713 0.299
O 1.314 -0.172 1.113
H -1.117 -1.447 0.852
H -0.120 -2.690 0.102
H -1.594 -2.147 -0.699
H 0.290 -0.906 -1.841
H -0.774 0.173 -0.907
H 1.603 0.721 -0.738
H -0.764 2.167 -0.509
H -0.865 1.539 1.123
H 0.514 2.533 0.622
H 1.658 0.590 1.590

***

(4)
28
Properties=species:S:1:pos:R:3 method="wB97M-V/def2-TZVPD" de_lowest_kj_mol=46.9 charge=0
Kr 0.070 0.613 -0.275
O 0.892 2.747 2.675
H 1.570 3.364 2.950
H 0.220 3.294 2.268
O -0.897 -2.250 1.455
H 0.026 -2.178 1.698
H -0.919 -2.950 0.803
O 2.708 2.237 0.166
H 1.778 2.386 0.334
H 3.133 3.055 0.424
O 2.946 0.965 -2.380
H 3.877 0.772 -2.485
H 2.892 1.448 -1.555
O -3.466 -0.413 0.383
H -3.922 -1.204 0.096
H -2.698 -0.737 0.855
O 1.164 -3.319 -0.469
H 1.484 -4.097 -0.926
H 0.812 -2.761 -1.163
O -2.197 -0.683 -2.281
H -2.288 0.000 -2.946
H -2.635 -0.326 -1.508
O 0.524 -1.923 -2.803
H 0.946 -1.436 -3.511
H -0.152 -1.330 -2.474
O -2.203 1.877 3.591
H -1.656 1.650 2.839
H -2.010 1.200 4.240

***

(5)
22
Properties=species:S:1:pos:R:3 method="wB97M-V/def2-TZVPD" de_lowest_kj_mol=134.9 smiles=NCNCCO.O.O charge=0
C -1.931 0.398 -0.382
C -1.146 1.393 0.457
O -0.877 0.855 1.767
N -1.164 -0.704 -0.986
C -0.600 -1.867 -0.252
N 0.346 -1.642 0.778
H -2.418 0.782 -1.286
H -2.763 -0.005 0.213
H -0.199 1.647 -0.046
H -1.600 2.372 0.674
H -1.445 0.085 1.825
H -0.391 -0.352 -1.538
H -0.212 -2.446 -1.097
H -1.406 -2.488 0.158
H 0.031 -1.346 1.680
H 1.158 -1.126 0.478
H 2.367 -0.130 -1.915
H 1.879 1.194 -1.550
O 1.547 0.371 -1.938
H 2.719 1.577 1.181
H 3.555 0.454 0.661
O 2.699 0.859 0.557

***

(6)
58
Properties=species:S:1:pos:R:3 method="wB97M-V/def2-TZVPD" de_lowest_kj_mol=568.4 charge=+1
N -1.581 1.278 0.467
C -2.405 0.353 -0.389
C -1.680 -0.722 -1.342
N -0.912 -0.055 -2.398
C -1.911 0.755 -3.120
C -0.218 -0.746 -3.536
H -1.047 1.874 -0.184
H -1.068 0.739 1.096
H -2.313 1.887 0.951
H -3.192 0.869 -0.908
H -2.949 -0.304 0.353
H -2.488 -1.400 -1.619
H -0.827 -1.152 -0.768
H -2.741 -0.023 -3.301
H -1.707 1.255 -4.132
H -2.236 1.599 -2.534
H 0.754 -1.238 -3.151
H 0.013 -0.008 -4.261
H -0.774 -1.562 -4.017
H 1.766 -0.474 0.218
H 1.502 -1.997 0.218
O 1.055 -1.153 -0.028
H 0.213 -2.414 2.817
H 1.775 -2.407 2.474
O 1.090 -2.404 3.241
H 1.350 2.570 -0.755
H 1.740 3.456 0.578
O 1.160 3.283 -0.171
H 3.722 2.131 -3.658
H 4.202 2.066 -2.238
O 3.579 1.768 -2.836
H 3.321 -1.078 3.170
H 3.648 -0.215 1.932
O 3.676 -1.085 2.243
H 2.088 1.611 -1.822
H 0.873 0.503 -1.655
O 1.459 1.067 -1.142
H 2.486 1.872 1.472
H 4.017 2.029 1.705
O 3.201 1.532 1.996
H 0.334 -0.669 2.915
H 0.473 -0.540 1.505
O 0.028 -0.081 2.200
H -0.925 4.245 -0.313
H -2.276 4.473 -1.042
O -1.889 4.005 -0.293
H -1.603 -3.684 -2.305
H -1.404 -4.804 -1.303
O -2.027 -4.146 -1.569
H -3.315 2.296 3.232
H -3.733 1.067 3.174
O -2.997 1.548 2.904
H -3.347 -2.739 0.510
H -3.571 -2.189 1.882
O -3.946 -2.216 0.975
H 3.359 -2.449 1.484
H 2.817 -3.968 1.553
O 2.584 -3.071 1.302

***

(7)
17
Properties=species:S:1:pos:R:3 method="wB97M-V/def2-TZVPD" de_lowest_kj_mol=365.3 smiles=CC(C)([NH3+])ON charge=+1
C -0.999 -1.357 0.131
C -0.945 0.998 0.848
C -0.115 -0.041 0.156
N 2.090 -0.750 -0.170
N 0.247 0.427 -1.134
O 1.141 -0.289 0.823
H -0.331 -2.141 -0.389
H -1.071 -1.494 1.192
H -2.006 -1.193 -0.219
H -1.851 1.060 0.293
H -0.792 0.901 1.903
H -0.563 1.966 0.622
H 3.000 -0.591 0.310
H 2.070 -1.762 -0.070
H -0.383 0.028 -1.852
H 1.421 -0.030 -1.146
H 0.261 1.476 -1.383

***

(8)
79
Properties=species:S:1:pos:R:3 method="wB97M-V/def2-TZVPD" charge=0
C 6.941 1.716 3.641
C 5.912 0.601 3.731
N 5.147 0.563 2.484
C 3.897 -0.092 2.559
C 3.743 -1.445 2.198
C 2.505 -2.047 2.338
C 1.358 -1.311 2.764
C 0.090 -1.952 2.854
C -1.169 -1.340 2.628
C -1.379 -0.013 2.129
C -2.654 0.526 2.047
C -3.777 -0.237 2.440
N -5.097 0.295 2.448
C -5.464 0.928 3.720
C -6.904 1.417 3.687
O -7.182 2.157 2.499
C -6.932 1.423 1.300
C -5.478 0.989 1.217
C -3.593 -1.572 2.860
C -2.334 -2.122 2.887
C 1.543 0.058 3.117
C 2.799 0.636 3.070
C 5.971 0.363 1.294
C 6.950 1.530 1.240
O 7.715 1.630 2.443
H 6.404 2.681 3.713
H 7.680 1.615 4.451
H 6.442 -0.359 3.894
H 5.219 0.789 4.557
H 4.606 -2.011 1.840
H 2.361 -3.095 2.072
H 0.080 -3.032 3.031
H -0.536 0.587 1.786
H -2.800 1.550 1.694
H -5.349 0.176 4.511
H -4.800 1.788 3.945
H -7.572 0.540 3.792
H -7.067 2.140 4.502
H -7.570 0.520 1.225
H -7.153 2.138 0.493
H -4.839 1.869 1.025
H -5.362 0.272 0.395
H -4.477 -2.161 3.117
H -2.185 -3.179 3.119
H 0.695 0.656 3.434
H 2.954 1.676 3.359
H 6.525 -0.593 1.343
H 5.323 0.381 0.411
H 7.701 1.371 0.451
H 6.364 2.452 1.050
C -4.394 -2.076 8.011
C -3.778 -2.982 8.882
C -2.791 -3.863 8.422
C -2.403 -3.819 7.073
S -1.170 -4.951 6.379
C 0.321 -4.063 6.386
C 1.600 -4.658 6.301
C 2.785 -3.862 6.549
C 4.051 -4.379 6.367
C 4.221 -5.723 5.961
N 5.500 -6.257 5.648
O 5.539 -7.451 5.256
O 6.517 -5.537 5.759
C 3.089 -6.545 5.785
C 1.819 -6.046 5.975
O -1.135 -6.029 7.338
O -1.616 -5.212 5.024
C -3.028 -2.928 6.201
C -4.020 -2.060 6.664
H -5.162 -1.392 8.374
H -4.078 -3.012 9.930
H -2.335 -4.586 9.103
H 0.211 -3.075 6.816
H 2.627 -2.845 6.924
H 4.936 -3.770 6.531
H 3.253 -7.579 5.490
H 0.985 -6.750 5.911
H -2.748 -2.932 5.147
H -4.503 -1.389 5.953

***

Values for HOMO level, eV, ordered as above
-8.582, -4.363, -9.819, -10.947, -7.958, -12.012, -15.418, -6.102
Values for LUMO energy, eV, ordered as above
0.38, 2.42, 0.94, 0.12, 0.26, -2.47, -3.18, -3.22